Molecular formula: C3H8NO2
Method: DFT, ωB97M-V/def2-TZVPD

Cartesian coordinates (Å):
1 C -2.76254 -0.00068 -0.80611
2 C 2.12967 1.04200 -0.79909
3 C 1.11256 -0.67472 0.64838
4 N -1.46237 0.45624 -0.67893
5 O -0.86103 -0.19189 0.23677
6 O 1.74635 -0.30499 -0.41266
7 H -3.44360 0.80292 -1.02916
8 H -2.96617 -0.62691 0.06596
9 H -2.59161 -0.64054 -1.69675
10 H 1.11728 1.46722 -0.95881
11 H 2.62150 0.98965 -1.77173
12 H 2.78553 1.62121 0.03616
13 H 0.81092 0.00652 1.42873
14 H 1.08757 -1.77003 0.78301

Force components x, y, z for each atom (eV/Å):
-0.616 -1.069 0.179
-0.560 1.937 1.670
1.277 1.092 -2.059
3.659 -1.104 2.670
-2.041 1.314 -2.430
0.326 -1.903 1.755
-0.295 0.157 -0.212
-0.657 0.039 -0.269
-0.638 0.106 -0.026
0.873 0.632 0.165
0.163 -0.326 0.460
-1.712 -1.639 -2.008
0.689 0.133 0.326
-0.470 0.632 -0.220

Computed properties:
ΔE to the lowest compared entry with this formula, charge and spin: 144.8 kcal per mole
total charge: +1
Kohn-Sham gap (alpha / beta): 9.31 / 9.31 eV
electronic energy: -323.89655 a.u.
LUMO level (alpha / beta): -5.53 / -5.53 eV
highest occupied orbital energy (alpha / beta): -0.54526 / -0.54526 hartree



Molecular formula: CH6N2O2
Method: DFT, ωB97M-V/def2-TZVPD

Cartesian coordinates (Å):
1 C -0.41923 0.16124 0.23029
2 N 1.85008 -0.47392 -0.36480
3 N -1.66161 -0.49269 -0.13022
4 O 0.32902 -0.46734 1.08191
5 O -0.61858 1.55037 0.41891
6 H -1.12893 1.65469 1.23355
7 H 0.34719 0.11248 -0.71132
8 H 2.08875 0.43157 0.05501
9 H 2.77939 -0.86680 -0.61045
10 H -1.52768 -1.49366 -0.21173
11 H -2.03840 -0.11593 -0.99115

Force components x, y, z for each atom (eV/Å):
-0.087 0.034 0.104
-0.377 -0.053 0.281
0.103 0.057 0.137
0.169 0.148 -0.500
0.055 -0.314 0.052
0.019 -0.024 -0.075
0.182 0.082 -0.074
-0.126 -0.016 -0.023
-0.038 0.037 0.060
0.029 0.079 -0.014
0.072 -0.029 0.052

Computed properties:
ΔE to the lowest compared entry with this formula, charge and spin: 149.2 kcal per mole
Kohn-Sham gap (alpha / beta): 7.40 / 7.40 eV
electronic energy: -301.50638 a.u.
LUMO level (alpha / beta): -1.94 / -1.93 eV
highest occupied orbital energy (alpha / beta): -0.34298 / -0.34293 hartree



Molecular formula: C28H21N6ORe
Method: DFT, ωB97M-V/def2-TZVPD

Cartesian coordinates (Å):
1 Re -0.09540 -0.29117 -0.45639
2 O -2.65733 2.42483 1.19608
3 C -1.75699 1.87909 0.60585
4 N -1.57696 0.52186 0.50622
5 C -2.74673 -0.32918 0.69726
6 C -2.95354 -1.11419 -0.57771
7 C -4.10791 -1.82687 -0.86214
8 C -4.18234 -2.53037 -2.05125
9 C -3.09855 -2.51547 -2.92169
10 C -1.97884 -1.79776 -2.56806
11 N -1.91078 -1.10132 -1.42401
12 C -0.73523 2.61359 -0.19795
13 C -0.63682 3.99085 -0.18203
14 C 0.29646 4.58587 -1.01366
15 C 1.09346 3.78697 -1.81898
16 C 0.94984 2.41454 -1.76106
17 N 0.03686 1.83478 -0.97153
18 H -3.60951 0.30187 0.91563
19 H -2.60975 -1.01309 1.53882
20 H -4.92728 -1.82177 -0.15685
21 H -5.07636 -3.08692 -2.29724
22 H -3.11891 -3.05874 -3.85486
23 H -1.09590 -1.77266 -3.19374
24 H -1.28663 4.55420 0.47174
25 H 0.40652 5.66169 -1.03216
26 H 1.83413 4.21599 -2.47813
27 H 1.58705 1.75648 -2.33176
28 C 1.03798 3.86950 3.10828
29 C 0.48966 2.59640 3.16902
30 C 1.02780 1.57322 2.40374
31 C 2.12128 1.81347 1.57006
32 C 2.69146 3.08952 1.54698
33 C 2.14315 4.11301 2.30189
34 C 2.65483 0.76875 0.69031
35 C 1.87851 -0.04024 -0.04606
36 C 2.29452 -1.11782 -0.95555
37 C 1.71806 -1.14451 -2.23685
38 C 1.84008 -2.28121 -3.04451
39 C 2.54291 -3.37308 -2.58415
40 C 3.13630 -3.34614 -1.31690
41 C 3.00126 -2.24296 -0.50391
42 H 0.61981 4.66624 3.70923
43 H -0.35447 2.39856 3.81666
44 H 0.62449 0.57035 2.47885
45 H 3.55720 3.27665 0.92315
46 H 2.59084 5.09774 2.27054
47 H 3.73728 0.70461 0.59252
48 H 1.25004 -0.25602 -2.65159
49 H 1.41440 -2.28694 -4.03969
50 H 2.64740 -4.24908 -3.20977
51 H 3.68921 -4.20401 -0.95595
52 H 3.42036 -2.25127 0.49515
53 N 2.91600 -4.95886 1.90922
54 C 1.85441 -4.56565 1.68170
55 N 0.62783 -4.15235 1.43955
56 C 0.31090 -3.06042 0.93845
57 N -0.10719 -2.06746 0.45047

Force components x, y, z for each atom (eV/Å):
0.801 -0.019 -0.231
-0.029 0.088 -0.028
-0.002 -0.086 0.023
-0.612 0.029 0.423
-0.099 0.066 -0.012
-0.046 0.009 0.081
0.107 0.072 -0.006
0.019 0.028 0.035
-0.030 -0.013 -0.012
0.000 0.029 -0.015
-0.334 -0.202 -0.235
0.009 0.214 0.020
0.042 -0.152 -0.046
-0.027 0.073 0.029
0.042 -0.101 -0.041
-0.037 0.097 0.073
0.004 -0.246 -0.051
-0.005 -0.036 0.023
0.035 -0.024 -0.027
-0.017 0.004 -0.006
0.004 -0.012 -0.013
0.001 0.001 -0.004
-0.043 -0.010 -0.015
-0.019 -0.019 0.012
0.001 0.003 0.000
0.003 -0.004 -0.004
0.036 0.022 -0.061
-0.018 0.038 0.036
-0.034 0.010 -0.010
-0.008 -0.005 -0.012
0.013 0.067 0.003
-0.069 -0.075 0.041
0.048 -0.011 -0.019
0.013 -0.104 -0.151
0.380 0.300 0.201
0.002 0.062 0.075
-0.092 -0.074 0.136
0.012 -0.102 -0.023
-0.056 0.021 -0.097
0.035 0.001 0.062
0.001 -0.087 -0.056
0.002 0.005 -0.002
0.007 0.004 0.011
0.006 -0.003 -0.016
0.018 -0.002 -0.002
-0.025 0.018 0.021
-0.005 0.028 -0.020
0.097 0.099 -0.123
0.003 0.001 -0.007
0.010 -0.008 0.010
-0.012 -0.003 -0.010
-0.013 0.038 -0.008
-0.112 0.029 -0.091
0.635 -0.144 0.184
-0.609 0.234 -0.128
0.095 -0.266 0.023
-0.127 0.117 0.061

Computed properties:
ΔE to the lowest compared entry with this formula, charge and spin: 4.9 kcal per mole
multiplicity: 4
total charge: +1
Kohn-Sham gap (alpha / beta): 7.90 / 6.82 eV
electronic energy: -1561.42442 a.u.
LUMO level (alpha / beta): -3.37 / -4.74 eV
highest occupied orbital energy (alpha / beta): -0.41393 / -0.42489 hartree